Computed, not measured: a structure of composition C17H26MoN3O5S4 at a distorted geometry, with ωB97M-V/def2-TZVPD.

Last column: Löwdin spin population.
Geometry (Å):
1 Mo 0.11 -0.25 -0.13  1.730
2 C 0.93 -3.01 1.38  0.005
3 C 0.26 -2.34 2.58  0.007
4 S -0.84 -0.92 2.10  0.049
5 C -0.28 0.45 3.24  0.010
6 C 0.26 1.71 2.56  0.000
7 S 1.53 1.16 1.41  -0.018
8 C 1.97 2.43 0.19  0.004
9 C 2.84 1.70 -0.83  0.006
10 S 1.91 0.39 -1.76  0.051
11 C 3.08 -1.05 -1.74  0.008
12 C 2.69 -2.29 -0.91  0.001
13 S 2.00 -1.73 0.66  -0.022
14 H 0.23 -3.37 0.63  0.000
15 H 1.54 -3.85 1.73  0.000
16 H 1.00 -1.94 3.27  0.000
17 H -0.36 -3.06 3.11  0.000
18 H 0.46 0.00 3.90  0.000
19 H -1.15 0.70 3.85  0.000
20 H 0.73 2.34 3.32  -0.001
21 H -0.50 2.28 2.03  0.000
22 H 2.56 3.21 0.67  -0.001
23 H 1.06 2.87 -0.23  0.000
24 H 3.67 1.20 -0.34  0.000
25 H 3.24 2.40 -1.56  0.000
26 H 4.03 -0.63 -1.43  0.000
27 H 3.18 -1.35 -2.78  0.000
28 H 3.60 -2.85 -0.69  -0.001
29 H 1.99 -2.93 -1.41  0.000
30 C -1.33 2.66 -2.63  0.000
31 N -2.36 2.42 -1.61  0.000
32 C -2.16 1.84 -0.45  0.007
33 N -3.16 1.64 0.40  0.001
34 O -0.94 1.51 -0.09  0.083
35 H -0.88 3.64 -2.50  0.000
36 H -1.81 2.62 -3.61  0.000
37 H -0.58 1.88 -2.59  0.000
38 H -3.29 2.74 -1.82  0.000
39 H -4.11 1.90 0.18  0.000
40 H -2.99 1.22 1.29  0.000
41 O -1.68 -0.67 -1.18  0.009
42 C -1.16 -1.67 -1.80  0.023
43 O 0.03 -1.93 -1.34  0.017
44 C -1.80 -2.40 -2.86  0.003
45 C -1.02 -3.03 -3.83  0.007
46 C -1.65 -3.69 -4.87  -0.001
47 C -3.03 -3.73 -4.87  0.010
48 C -3.82 -3.15 -3.90  -0.001
49 C -3.20 -2.45 -2.89  0.008
50 N -3.70 -4.46 -5.98  0.001
51 O -3.00 -4.75 -6.92  0.001
52 O -4.84 -4.80 -5.79  0.001
53 H 0.06 -2.99 -3.79  0.000
54 H -1.10 -4.17 -5.67  0.000
55 H -4.90 -3.25 -3.96  0.000
56 H -3.78 -1.96 -2.12  0.000

Results
**E_HOMO (alpha / beta)**: -17.3 / -17.3 eV
**<S²>**: 2.02
**Charge**: +3
**2S+1**: 3
**Total energy**: -77929.0772 eV
**Orbital gap (alpha / beta)**: 7.4 / 6.4 eV


Computed, not measured: a structure of composition C17H26N2O3 at a distorted geometry, with ωB97M-V/def2-TZVPD.

Last column: natural (NBO) charge in e.
Geometry (Å):
1 C 0.31 4.65 2.71  -0.245
2 H 1.24 4.95 2.09  0.201
3 H 0.21 5.02 3.60  0.182
4 H -0.45 4.74 2.03  0.207
5 O 0.76 3.34 2.96  -0.475
6 C 0.81 2.55 2.09  0.796
7 O 0.78 2.98 0.95  -0.695
8 C 1.10 0.94 2.57  -0.073
9 N 1.00 0.10 1.45  -0.671
10 C -0.19 -0.69 1.22  0.748
11 O -0.97 -1.09 2.38  -0.779
12 N -0.24 -1.31 0.17  -0.593
13 H 0.44 -0.90 -0.83  0.409
14 C -1.43 -2.27 -0.24  0.019
15 C -0.65 -3.38 -1.11  -0.545
16 H -1.61 -3.99 -1.24  0.200
17 H 0.02 -3.68 -0.66  0.163
18 H -0.43 -2.89 -2.03  0.213
19 H -1.71 -2.76 0.66  0.233
20 C -2.69 -1.51 -0.89  -0.374
21 H -3.08 -1.07 -0.15  0.214
22 H -3.32 -2.27 -1.25  0.205
23 C -2.31 -0.52 -1.91  -0.473
24 C -1.61 -0.90 -3.07  0.060
25 C 0.01 -0.75 -3.34  -0.244
26 C 0.53 -1.07 -4.55  -0.290
27 C 0.03 -1.79 -5.47  -0.200
28 C -1.34 -2.51 -5.07  -0.124
29 C -2.10 -1.76 -3.99  -0.266
30 H -3.11 -2.16 -3.92  0.201
31 H -1.76 -3.18 -5.75  0.205
32 H 0.67 -2.32 -6.20  0.220
33 H 1.52 -0.70 -4.67  0.217
34 H 0.35 0.31 -2.82  0.216
35 H -3.15 0.04 -2.35  0.237
36 H -1.78 0.18 -1.41  0.222
37 H 1.41 0.45 0.52  0.393
38 H -0.08 0.82 3.26  0.269
39 C 2.31 0.76 3.34  -0.240
40 C 2.16 1.28 4.92  -0.629
41 H 1.89 2.44 4.67  0.214
42 H 1.26 0.88 5.46  0.231
43 H 3.20 1.20 5.31  0.220
44 C 3.52 1.57 2.52  -0.622
45 H 3.61 1.06 1.64  0.205
46 H 4.41 1.14 2.88  0.218
47 H 3.37 2.58 2.44  0.206
48 H 2.45 -0.24 3.13  0.218

Results
**E_HOMO**: -8.6 eV
**Charge**: 0
**Total energy**: -27160.7329 eV
**Orbital gap**: 8.3 eV


Computed, not measured: a cluster of 2 separate species, C17H26N2OS in total at a distorted geometry, with ωB97M-V/def2-TZVPD.

Last column: natural (NBO) charge in e.
Geometry (Å):
1 C -3.58 -2.36 1.41  -0.658
2 C -4.43 -1.28 0.83  -0.076
3 O -3.93 -0.50 -0.33  -0.459
4 C -3.03 0.29 -0.18  0.226
5 C -2.54 0.60 0.91  -0.239
6 C -1.60 1.62 1.12  -0.252
7 C -1.10 2.08 0.06  -0.039
8 C -1.55 1.77 -1.44  -0.200
9 C -2.61 0.86 -1.43  -0.193
10 H -2.93 0.43 -2.28  0.206
11 H -1.20 2.32 -2.24  0.201
12 C 0.11 3.19 -0.16  -0.019
13 N 1.40 2.07 -0.42  -0.603
14 C 2.01 1.65 0.71  0.221
15 N 2.73 0.47 0.21  -0.677
16 H 3.10 0.01 1.26  0.369
17 C 2.64 -0.50 -0.80  -0.006
18 C 3.66 -1.47 -0.76  -0.442
19 C 3.57 -2.35 0.19  -0.433
20 C 2.04 -3.03 0.24  -0.386
21 C 0.96 -2.00 0.09  -0.429
22 C 1.10 -0.89 -0.79  -0.384
23 H 1.13 -1.37 -1.86  0.165
24 H 0.37 -0.17 -0.73  0.236
25 H 0.01 -2.27 -0.16  0.220
26 H 1.12 -1.45 1.13  0.179
27 H 1.93 -3.98 0.93  0.236
28 H 2.03 -3.45 -0.86  0.167
29 H 4.15 -3.27 0.28  0.240
30 H 3.60 -2.04 1.31  0.210
31 H 4.68 -0.83 -0.76  0.242
32 H 3.66 -1.93 -1.94  0.220
33 H 2.80 0.35 -1.71  0.175
34 S 1.93 1.90 2.24  -0.125
35 H 1.38 1.79 -1.24  0.362
36 C 0.24 4.46 -1.01  -0.631
37 H -0.67 4.86 -1.06  0.226
38 H 1.07 4.90 -0.63  0.241
39 H 0.19 3.94 -2.06  0.188
40 H 0.22 3.61 1.05  0.223
41 H -1.06 1.96 2.17  0.254
42 H -3.08 0.49 2.24  0.193
43 H -4.92 -0.61 1.67  0.192
44 H -5.56 -1.87 0.51  0.194
45 H -3.53 -3.00 0.45  0.209
46 H -3.92 -2.96 2.14  0.229
47 H -2.60 -2.04 1.69  0.227

Results
**E_HOMO**: -7.8 eV
**Charge**: 0
**Total energy**: -33898.2896 eV
**Orbital gap**: 8.5 eV


Computed, not measured: a structure of composition C17H26N2S3Sr at a distorted geometry, with ωB97M-V/def2-TZVPD.

Last column: natural (NBO) charge in e.
Geometry (Å):
1 Sr -0.28 0.67 -3.16  1.529
2 S 2.78 1.83 -7.01  -0.331
3 C 1.80 1.44 -5.70  -0.487
4 S 0.74 2.65 -5.02  -0.510
5 S 1.84 -0.16 -5.01  -0.528
6 C 2.75 -4.33 0.88  -0.621
7 C 3.30 -2.91 0.92  -0.195
8 N 2.37 -1.88 0.50  -0.467
9 C 1.39 -1.40 1.46  -0.229
10 C 0.01 -2.05 1.36  -0.622
11 C 2.26 -1.47 -0.83  0.458
12 C 3.26 -2.01 -1.81  -0.678
13 N 1.38 -0.65 -1.23  -0.844
14 H 3.53 -5.06 1.11  0.190
15 H 2.35 -4.56 -0.12  0.209
16 H 1.94 -4.46 1.60  0.201
17 H 4.20 -2.85 0.30  0.197
18 H 3.61 -2.68 1.94  0.179
19 H 1.27 -0.32 1.34  0.243
20 H 1.80 -1.57 2.46  0.170
21 H -0.42 -1.88 0.37  0.241
22 H -0.67 -1.61 2.09  0.216
23 H 0.06 -3.13 1.53  0.172
24 H 4.28 -1.70 -1.54  0.203
25 H 3.03 -1.59 -2.79  0.276
26 H 3.24 -3.10 -1.86  0.193
27 H 0.69 -0.27 -0.54  0.423
28 C -1.89 3.56 -0.66  -0.626
29 C -1.33 2.39 0.21  -0.171
30 C -0.39 3.07 1.23  -0.628
31 C -0.56 1.31 -0.57  -1.264
32 C -2.51 1.74 0.92  0.049
33 C -2.72 1.79 2.30  -0.240
34 C -3.84 1.21 2.89  -0.233
35 C -4.80 0.58 2.12  -0.266
36 C -4.61 0.51 0.74  -0.252
37 C -3.48 1.08 0.16  -0.151
38 H -1.06 3.99 -1.23  0.207
39 H -2.37 4.35 -0.07  0.163
40 H -2.61 3.17 -1.38  0.197
41 H 0.43 3.53 0.68  0.208
42 H 0.04 2.33 1.90  0.199
43 H -0.88 3.86 1.83  0.162
44 H 0.32 1.88 -1.01  0.089
45 H -1.98 2.27 2.93  0.203
46 H -3.96 1.27 3.97  0.184
47 H -5.67 0.14 2.58  0.185
48 H -5.34 0.01 0.12  0.187
49 H -3.31 1.00 -0.90  0.210

Results
**E_HOMO**: 1.1 eV
**Charge**: -2
**Total energy**: -54370.9230 eV
**Orbital gap**: 3.3 eV


Computed, not measured: the molecule C17H26N4O3, with ωB97M-V/def2-TZVPD.

Last column: natural (NBO) charge in e.
Geometry (Å):
1 C -2.87 -0.76 3.40  -0.413
2 N -3.20 -1.04 2.02  -0.421
3 C -4.63 -0.96 1.82  -0.212
4 C -5.03 -1.33 0.40  -0.405
5 C -4.31 -0.45 -0.60  -0.397
6 C -2.81 -0.50 -0.34  -0.386
7 C -2.48 -0.17 1.11  -0.153
8 C -0.97 -0.33 1.28  0.711
9 O -0.48 -1.43 1.48  -0.628
10 N -0.18 0.78 1.12  -0.453
11 C 1.25 0.54 1.02  -0.210
12 C 1.66 0.12 -0.38  -0.497
13 C 3.16 0.19 -0.55  0.682
14 O 3.79 1.19 -0.24  -0.632
15 N 3.76 -0.92 -1.06  -0.601
16 C 5.18 -1.01 -1.32  -0.288
17 C 5.47 -1.09 -2.78  0.476
18 N 5.80 -2.14 -3.46  -0.460
19 C 5.91 -1.69 -4.76  -0.119
20 C 5.64 -0.37 -4.80  0.046
21 O 5.36 0.03 -3.52  -0.401
22 C -0.69 2.04 0.64  -0.066
23 C -1.40 2.96 1.58  -0.422
24 C -0.02 3.30 1.11  -0.416
25 H -1.81 -0.93 3.58  0.217
26 H -3.12 0.27 3.69  0.154
27 H -3.42 -1.44 4.05  0.204
28 H -5.11 -1.65 2.52  0.204
29 H -5.01 0.06 2.06  0.151
30 H -4.80 -2.38 0.23  0.206
31 H -6.12 -1.22 0.29  0.209
32 H -4.52 -0.77 -1.62  0.212
33 H -4.66 0.58 -0.51  0.193
34 H -2.43 -1.50 -0.55  0.220
35 H -2.28 0.19 -1.01  0.203
36 H -2.75 0.88 1.32  0.182
37 H 1.78 1.44 1.29  0.222
38 H 1.53 -0.23 1.74  0.231
39 H 1.25 -0.87 -0.62  0.218
40 H 1.24 0.82 -1.11  0.226
41 H 3.19 -1.72 -1.28  0.403
42 H 5.65 -0.13 -0.89  0.258
43 H 5.59 -1.89 -0.84  0.227
44 H 6.18 -2.33 -5.58  0.217
45 H 5.61 0.38 -5.56  0.213
46 H -1.02 2.03 -0.39  0.201
47 H -2.24 3.53 1.20  0.219
48 H -1.52 2.63 2.60  0.226
49 H 0.79 3.22 1.82  0.226
50 H 0.11 4.09 0.39  0.224

Results
**E_HOMO**: -8.6 eV
**Charge**: 0
**Structure (SMILES)**: CN1CCCC[C@@H]1C(=O)N(CCC(=O)NCc1ncco1)C1CC1
**Total energy**: -30153.6257 eV
**Orbital gap**: 9.3 eV


Computed, not measured: the molecule C17H26N4O3, with ωB97M-V/def2-TZVPD.

Last column: natural (NBO) charge in e.
Geometry (Å):
1 C 2.59 -1.32 -1.04  -0.412
2 N 2.09 -0.61 -2.20  -0.420
3 C 2.48 -1.29 -3.43  -0.213
4 C 2.05 -0.51 -4.66  -0.405
5 C 0.54 -0.28 -4.64  -0.398
6 C 0.14 0.36 -3.32  -0.389
7 C 0.63 -0.46 -2.14  -0.149
8 C 0.27 0.27 -0.84  0.709
9 O 0.73 1.38 -0.62  -0.641
10 N -0.51 -0.36 0.09  -0.450
11 C -0.62 0.32 1.38  -0.198
12 C -1.56 1.53 1.34  -0.504
13 C -1.34 2.35 2.59  0.684
14 O -1.87 2.08 3.66  -0.628
15 N -0.46 3.37 2.44  -0.610
16 C -0.06 4.22 3.55  -0.288
17 C -0.53 5.63 3.39  0.479
18 N 0.19 6.70 3.35  -0.459
19 C -0.74 7.73 3.20  -0.122
20 C -1.97 7.20 3.15  0.046
21 O -1.86 5.84 3.27  -0.405
22 C -1.30 -1.55 -0.08  -0.054
23 C -2.81 -1.44 -0.07  -0.423
24 C -2.09 -1.79 -1.33  -0.423
25 H 2.40 -0.76 -0.13  0.207
26 H 2.15 -2.33 -0.94  0.159
27 H 3.67 -1.44 -1.14  0.206
28 H 3.56 -1.41 -3.41  0.204
29 H 2.04 -2.31 -3.47  0.152
30 H 2.57 0.46 -4.66  0.207
31 H 2.35 -1.05 -5.56  0.209
32 H 0.23 0.35 -5.48  0.213
33 H 0.03 -1.24 -4.75  0.191
34 H 0.57 1.36 -3.23  0.228
35 H -0.95 0.48 -3.27  0.201
36 H 0.17 -1.46 -2.16  0.180
37 H -0.97 -0.40 2.12  0.216
38 H 0.38 0.66 1.66  0.218
39 H -1.34 2.11 0.45  0.230
40 H -2.61 1.22 1.33  0.226
41 H -0.02 3.50 1.54  0.411
42 H -0.50 3.78 4.44  0.258
43 H 1.02 4.25 3.66  0.227
44 H -0.44 8.76 3.14  0.218
45 H -2.96 7.60 3.04  0.212
46 H -0.90 -2.43 0.41  0.207
47 H -3.36 -2.20 0.45  0.223
48 H -3.23 -0.44 -0.02  0.222
49 H -2.05 -1.04 -2.10  0.222
50 H -2.13 -2.81 -1.70  0.226

Results
**E_HOMO**: -8.8 eV
**Charge**: 0
**Structure (SMILES)**: CN1CCCC[C@@H]1C(=O)N(CCC(=O)NCc1ncco1)C1CC1
**Total energy**: -30153.5973 eV
**Orbital gap**: 9.6 eV


Computed, not measured: a structure of composition C17H27BF4LaN5O5S3 at a distorted geometry, with ωB97M-V/def2-TZVPD.

Last column: natural (NBO) charge in e.
Geometry (Å):
1 La 8.35 8.25 10.20  2.087
2 O 7.80 10.53 11.35  -1.093
3 S 6.65 9.81 11.95  2.569
4 O 5.81 10.53 12.85  -1.001
5 O 7.31 8.62 12.62  -1.100
6 O 5.93 9.26 10.77  -1.087
7 C 9.28 8.22 6.23  -0.416
8 N 9.61 7.26 7.23  -0.445
9 C 11.07 7.10 7.27  -0.406
10 C 8.90 6.01 7.21  -0.238
11 C 7.38 6.14 7.31  -0.062
12 C 6.56 5.63 6.31  -0.250
13 C 5.20 5.89 6.37  -0.246
14 C 4.63 6.54 7.47  -0.272
15 C 5.43 7.06 8.46  -0.189
16 C 6.86 6.91 8.43  -0.539
17 H 9.61 7.94 5.23  0.146
18 H 9.72 9.20 6.50  0.215
19 H 8.18 8.36 6.25  0.218
20 H 11.40 6.43 6.50  0.144
21 H 11.37 6.70 8.16  0.213
22 H 11.49 8.11 7.14  0.215
23 H 9.21 5.45 8.07  0.232
24 H 9.20 5.47 6.32  0.138
25 H 7.00 5.09 5.49  0.185
26 H 4.55 5.49 5.55  0.180
27 H 3.56 6.69 7.46  0.185
28 H 5.09 7.70 9.29  0.226
29 C 7.07 10.96 8.13  -0.256
30 O 8.31 10.29 8.47  -0.622
31 C 9.55 10.93 8.36  0.010
32 S 9.65 12.47 7.74  -0.242
33 S 10.74 9.96 9.10  -0.292
34 H 6.29 10.20 8.35  0.223
35 H 7.05 11.21 7.06  0.187
36 H 6.88 11.84 8.79  0.214
37 F 9.45 4.49 10.12  -0.539
38 B 9.97 5.45 10.95  1.366
39 F 10.83 4.91 11.93  -0.554
40 F 10.56 6.54 10.22  -0.562
41 F 8.79 6.07 11.58  -0.575
42 C 10.19 10.27 12.76  -0.089
43 N 10.27 8.78 12.62  -0.509
44 C 11.64 8.38 12.44  -0.087
45 N 12.57 8.82 13.56  -0.474
46 C 12.40 10.29 13.64  -0.082
47 N 11.05 10.72 13.87  -0.473
48 C 10.58 10.08 15.13  -0.074
49 N 10.66 8.62 15.07  -0.474
50 C 9.82 8.20 13.87  -0.092
51 C 12.03 8.23 14.82  -0.076
52 H 9.18 10.62 12.96  0.249
53 H 10.52 10.75 11.81  0.225
54 H 12.12 8.74 11.48  0.211
55 H 11.62 7.29 12.37  0.217
56 H 12.72 10.72 12.72  0.195
57 H 12.97 10.72 14.45  0.171
58 H 9.58 10.39 15.31  0.203
59 H 11.30 10.51 15.88  0.167
60 H 8.82 8.51 14.02  0.255
61 H 9.85 7.13 13.84  0.205
62 H 12.06 7.15 14.78  0.193
63 H 12.66 8.57 15.66  0.171

Results
**E_HOMO**: -3.0 eV
**Charge**: -2
**Total energy**: -80678.8381 eV
**Orbital gap**: 7.5 eV


Computed, not measured: a structure of composition C17H27Br2N6O10P3S2W at a distorted geometry, with ωB97M-V/def2-TZVPD.

Last column: Löwdin spin population.
Geometry (Å):
1 W 0.67 0.36 -1.12  0.820
2 C 2.51 5.51 2.42  0.000
3 C 1.89 4.16 2.70  0.000
4 O 0.78 3.99 1.78  0.002
5 P -0.03 2.64 1.73  0.003
6 S -1.62 2.83 0.65  0.007
7 S 1.34 1.11 1.27  -0.017
8 O -0.36 2.40 3.28  0.002
9 C -0.55 1.15 3.94  0.000
10 C 0.46 1.01 5.06  0.000
11 H 3.37 5.64 3.08  0.000
12 H 1.79 6.30 2.61  0.000
13 H 2.85 5.57 1.39  0.000
14 H 1.51 4.10 3.72  0.000
15 H 2.61 3.35 2.54  0.000
16 H -0.43 0.33 3.22  0.000
17 H -1.57 1.14 4.32  0.000
18 H 1.47 1.01 4.64  0.000
19 H 0.29 0.08 5.60  0.000
20 H 0.36 1.85 5.75  0.000
21 C -4.45 -1.63 -0.09  0.000
22 N -3.03 -1.50 0.23  0.002
23 C -2.53 -2.18 1.41  0.000
24 C -2.22 -0.68 -0.46  0.005
25 N -1.09 -0.25 0.00  0.007
26 N -2.69 -0.27 -1.68  0.013
27 C -2.17 0.70 -2.51  0.005
28 N -2.96 1.04 -3.55  0.003
29 N -1.04 1.25 -2.27  -0.002
30 H -4.62 -2.31 -0.93  0.000
31 H -4.89 -0.65 -0.31  0.000
32 H -4.96 -2.03 0.78  0.000
33 H -3.08 -3.12 1.52  0.000
34 H -2.68 -1.59 2.32  0.000
35 H -1.48 -2.43 1.30  0.000
36 H -1.01 -0.42 0.98  0.000
37 H -3.47 -0.79 -2.05  0.000
38 H -3.79 0.54 -3.77  0.000
39 H -2.61 1.70 -4.23  0.000
40 H -0.86 2.05 -2.86  0.000
41 Br -1.93 -2.74 -4.07  0.006
42 C -0.85 -3.22 -2.60  0.020
43 C -0.81 -4.56 -2.17  -0.005
44 C -0.04 -4.91 -1.09  0.017
45 Br 0.01 -6.72 -0.56  0.003
46 C 0.71 -3.94 -0.37  -0.002
47 C 1.57 -4.19 0.71  0.015
48 C 2.26 -3.14 1.24  -0.004
49 C 2.06 -1.84 0.77  0.015
50 N 1.20 -1.56 -0.19  -0.011
51 C 0.60 -2.61 -0.80  -0.001
52 C -0.14 -2.25 -1.94  -0.007
53 O -0.08 -0.98 -2.29  0.034
54 H -1.36 -5.32 -2.70  -0.001
55 H 1.70 -5.20 1.09  0.001
56 H 2.96 -3.30 2.04  -0.001
57 H 2.60 -1.01 1.18  0.001
58 O 4.14 0.32 -3.35  0.000
59 P 2.83 -0.15 -2.66  0.005
60 O 2.49 -1.55 -2.89  0.009
61 O 2.72 0.37 -1.20  0.028
62 O 1.62 0.86 -3.31  -0.004
63 P 1.53 2.45 -2.83  0.004
64 O 3.05 2.92 -2.89  0.002
65 O 0.62 3.20 -3.70  -0.001
66 O 1.14 2.28 -1.35  0.025
67 H 4.54 1.14 -3.01  0.000
68 H 3.15 3.70 -3.45  0.000

Results
**E_HOMO (alpha / beta)**: -10.7 / -10.7 eV
**<S²>**: 0.76
**Charge**: +1
**2S+1**: 2
**Total energy**: -238937.7066 eV
**Orbital gap (alpha / beta)**: 7.1 / 6.7 eV


> Which of these has the lowest total energy?

C17H27Br2N6O10P3S2W